(1)
{
  "formula": "C5H5NOS",
  "method": "ωB97M-V with the def2-TZVPD basis set",
  "smiles": "Cc1cc(C=S)on1",
  "homo_ev": -8.98,
  "lumo_energy_ha": -0.0628,
  "de_lowest_kcal_mol": 111.1,
  "symbols": ["C", "C", "C", "C", "C", "S", "O", "N", "H", "H", "H", "H", "H"],
  "coordinates": [[2.34405, -0.38418, 0.02985], [0.83373, -0.19234, -0.12949], [-0.12204, 0.82545, -0.08008], [-1.38168, 0.17497, -0.11305], [-2.69081, 0.58924, -0.09381], [-3.89276, -0.64222, -0.00271], [-1.06250, -1.24590, -0.08466], [0.27495, -1.38300, -0.10266], [2.34647, -1.48373, 0.72865], [3.10410, 0.51442, 0.57243], [2.80192, -0.44692, -0.91765], [0.14199, 2.00983, -0.00985], [-2.69743, 1.66438, 0.20303]]
}



(2)
{
  "formula": "C5H5NOS2",
  "method": "ωB97M-V with the def2-TZVPD basis set",
  "homo_ev": [-7.45, -8.36],
  "lumo_energy_ha": [-0.0392, -0.0244],
  "de_lowest_kcal_mol": 78.3,
  "symbols": ["C", "C", "C", "C", "C", "N", "O", "S", "S", "H", "H", "H", "H", "H"],
  "coordinates": [[1.35765, 0.53390, 0.64109], [1.36096, -0.14648, -0.60518], [0.15491, 1.16481, 0.75761], [0.16144, 0.09869, -1.20333], [-3.48422, 0.04381, -0.04672], [-0.56924, 0.90839, -0.37444], [-1.73783, 1.37939, -0.63551], [-4.84294, 0.80480, -0.00761], [-2.57996, -1.33077, 0.12745], [2.16223, 0.55979, 1.35125], [2.16529, -0.73577, -1.00163], [-0.24834, 1.77664, 1.53814], [-0.24223, -0.21714, -2.14520], [-3.56502, -2.16594, 0.52396]]
}



The evaluated molar mass for the records listed, in turn: 127.17; 159.24 g/mol.